Entry 1:
Molecular formula: C2H4I2NOP
Method: DFT, the ωB97M-V functional and the def2-TZVPD basis

Properties
* HOMO-LUMO gap: 7.99 eV
* molar mass: 342.84 g mol⁻¹
* energy above the lowest of the compared OMol25 structures with the same formula, charge and spin: 0.325 eV
* E: -31165.178 eV

XYZ file:
```
11
C2H4I2NOP | the Open Molecules 2025 dataset | the ωB97M-V functional and the def2-TZVPD basis
I -3.34050 -1.30851 0.04232
I -1.90972 2.05090 0.07580
P -0.18255 -0.34955 1.25552
O 0.56396 0.31775 -1.05613
N -0.92107 -0.33079 -2.65075
C -0.55110 -0.12037 -1.36707
C -1.53498 -0.12061 -0.13449
H -0.18224 -0.13177 -3.31048
H 0.30426 -1.78810 1.36767
H -1.06933 -0.50675 2.31657
H -1.57476 -1.03857 -2.90776
```

---

Entry 2:
Molecular formula: C27H79N5O10
Method: DFT, the ωB97M-V functional and the def2-TZVPD basis

Properties
* HOMO-LUMO gap: 9.59 eV
* molar mass: 633.95 g mol⁻¹
* energy above the lowest of the compared OMol25 structures with the same formula, charge and spin: 0.000 eV
* SMILES: COC[C@H](C)N.COC[C@H](C)N.COC[C@H](C)N.COC[C@H](C)N.COC[C@H](C)N.CC(C)O.CO.CO.CO.CO
* E: -57201.562 eV

XYZ file:
```
121
C27H79N5O10 | the Open Molecules 2025 dataset | the ωB97M-V functional and the def2-TZVPD basis
O -0.41796 6.59496 -2.87851
O -2.99830 3.15819 0.96389
O 0.87601 2.48110 -4.37370
O 2.50426 4.24500 1.11239
O -3.40796 0.46089 -0.58148
O 1.72649 -4.29842 0.51086
O 2.68310 -0.89984 4.21887
O -2.16803 -3.59838 2.45679
O 0.09807 0.92209 0.10873
O -2.83937 -4.75953 -3.43964
N -1.19508 -3.37271 -0.46281
N -0.61062 3.77337 -0.47092
N 4.23173 2.25406 -1.52517
N 1.11961 2.05118 2.69602
N 1.16301 -7.07103 2.83213
C -5.41062 -0.13398 -1.72012
C -3.62757 1.25405 -2.89882
C -1.20187 -5.71558 -1.22139
C -0.74879 4.44329 -1.79366
C 1.50355 1.11891 3.78444
C 1.97504 -5.51532 1.20344
C 4.53167 2.11500 0.89999
C -0.18288 5.81195 -1.72583
C 3.60501 2.56643 -0.20835
C 0.87163 -5.78288 2.22233
C -2.38719 2.34535 1.94183
C -1.41097 -4.27062 -1.59539
C 2.31428 -0.00852 3.18324
C 0.74526 -4.68342 3.23943
C 3.22435 4.03179 -0.07532
C -4.15528 -4.97294 -3.85413
C 2.22288 5.61085 1.31200
C -1.76324 -2.27791 2.80183
C 0.17623 6.06945 -4.04617
C -2.76888 -4.04453 -2.23595
C 0.75435 1.05478 -4.28166
C 2.87883 -3.53899 0.21847
C 0.37494 -0.44562 -0.17227
C -4.33966 0.93846 -1.57256
C -2.21380 4.40307 -2.22437
C 0.24297 0.59319 4.44301
C 3.47921 -1.97744 3.78038
H 2.15436 1.63436 4.50182
H -4.80714 -5.36121 -3.06433
H 1.79085 2.75762 -4.28485
H -0.65778 -4.08115 -2.38510
H 5.45775 2.70551 0.84762
H -1.94082 -2.18184 3.87528
H 1.58466 -4.62677 3.94134
H 2.92874 -2.91749 3.89085
H -0.20553 3.84305 -2.53796
H -1.50359 -6.31667 -2.08521
H 5.10060 2.78933 -1.62739
H 2.67343 1.98328 -0.20421
H 1.22447 5.80368 -3.86424
H 1.69896 -0.55466 2.44307
H -1.00271 -2.40361 -0.70393
H 0.67901 -3.67799 2.81179
H 0.20348 6.89047 -4.76838
H 3.67094 -3.70474 0.94737
H 0.94909 2.92800 3.19808
H -1.36213 2.65657 2.18612
H -0.06466 -1.11197 0.57944
H -0.28275 -3.67699 -0.09804
H 3.12891 6.17347 1.57387
H 1.45912 -0.59401 -0.06455
H 1.84984 -6.98411 3.57088
H -2.69152 3.45242 -2.00037
H 1.83326 2.42424 2.06460
H -2.34830 4.76694 -3.24443
H 0.34701 -7.50507 3.23985
H -2.91555 -2.98433 -2.45807
H -0.62208 6.35889 -0.88817
H -5.97967 -0.03491 -2.64826
H -4.16465 -5.68629 -4.68300
H 0.46779 0.11389 5.39127
H -0.41696 2.77094 -0.57745
H -4.31872 1.17836 -3.74009
H -1.91269 -6.05283 -0.45258
H 0.01886 -0.73873 -1.15175
H -2.36787 -1.54241 2.27501
H 0.90589 5.69745 -1.55883
H 3.19571 -3.70984 -0.81437
H -2.29021 3.48915 0.37150
H -2.87269 0.49020 -3.07766
H 0.16852 4.12337 0.08192
H -0.45408 1.42420 4.59209
H -4.96374 -1.13438 -1.77592
H -4.62356 -4.06478 -4.27391
H 1.80362 6.05319 0.39555
H -2.18415 1.36088 1.48733
H -2.88296 1.23752 -0.33951
H -0.41800 5.26174 -4.47160
H -0.18402 -5.98521 -0.95164
H -0.30335 0.83541 -4.16215
H 2.61557 -2.47709 0.28375
H 2.59385 4.37895 -0.91705
H 3.21496 0.35712 2.67400
H -0.16993 -4.81863 3.81856
H -2.78962 5.14058 -1.63942
H 2.98180 -5.53704 1.64442
H 2.01525 -6.33595 0.47083
H -3.53449 -4.35683 -1.50835
H 1.36059 0.61164 -3.48398
H 1.09568 0.55258 -5.20082
H 1.49406 5.76969 2.10496
H 0.32822 1.10912 1.03001
H -0.02491 -5.90901 1.60891
H -0.28590 -0.10058 3.78560
H -3.02536 2.24211 2.81069
H 4.13505 2.27375 1.89961
H -1.95932 -3.76228 1.52125
H 3.81645 -1.86776 2.74522
H -6.10567 -0.13148 -0.88113
H -4.84986 1.83349 -1.19342
H -0.68610 -2.14183 2.64708
H 3.66578 2.69444 -2.25666
H 4.82287 1.07413 0.76456
H 4.36928 -2.06008 4.41359
H -3.17966 2.24719 -2.87477
H 4.09400 4.71190 -0.14796
```

---

Entry 3:
Molecular formula: O4S
Method: DFT, the ωB97M-V functional and the def2-TZVPD basis

Properties
* HOMO-LUMO gap: 6.44 eV
* molar mass: 96.06 g mol⁻¹
* energy above the lowest of the compared OMol25 structures with the same formula, charge and spin: 0.339 eV
* SMILES: O=S(=O)([O-])[O-]
* net charge: -2
* E: -19023.543 eV

XYZ file:
```
5
O4S | the Open Molecules 2025 dataset | the ωB97M-V functional and the def2-TZVPD basis
S -0.01380 0.03884 -0.03107
O 1.46791 -0.20435 -0.16912
O -0.75759 -0.65493 -1.13512
O -0.29746 1.51028 -0.07321
O -0.39907 -0.68984 1.40851
```

---

Entry 4:
Molecular formula: C8H11N5
Method: DFT, the ωB97M-V functional and the def2-TZVPD basis

Properties
* multiplicity: 3
* HOMO-LUMO gap (spin up / spin down): 6.04 / 7.52 eV
* molar mass: 177.21 g mol⁻¹
* energy above the lowest of the compared OMol25 structures with the same formula, charge and spin: 0.407 eV
* net charge: +2
* E: -15901.860 eV

XYZ file:
```
24
C8H11N5 | the Open Molecules 2025 dataset | the ωB97M-V functional and the def2-TZVPD basis
N -2.25466 0.37838 1.48118
N 1.28312 -0.58670 -0.86721
N -0.36466 1.24584 -1.34549
N 0.23756 -1.19631 3.48907
N 2.99303 -1.35757 2.94935
C -0.00471 -0.36511 1.05999
C 2.39226 -1.71874 2.03405
C -1.20704 0.21683 0.66993
C -0.50471 2.14382 -2.23899
C 1.71864 -2.17256 0.87357
C -1.48398 0.58160 -0.73083
C 0.02014 -0.78771 2.43892
C 0.94025 -1.06089 0.26803
H -3.08458 0.69300 0.96555
H 3.72404 -1.36085 3.65697
H 1.82154 -1.22773 -1.47103
H 1.14573 -3.02414 1.22454
H -2.33212 0.06858 2.41203
H -1.81253 -0.45419 -1.21207
H -2.40506 1.29011 -0.88439
H 0.36129 2.51893 -2.80149
H 2.59787 -2.60755 0.16375
H 0.60031 0.54817 -1.20552
H -1.54130 2.65926 -2.44106
```

---

Entry 5:
Molecular formula: CH5BrP2
Method: DFT, the ωB97M-V functional and the def2-TZVPD basis

Properties
* multiplicity: 3
* HOMO-LUMO gap (spin up / spin down): 7.28 / 6.92 eV
* molar mass: 158.90 g mol⁻¹
* energy above the lowest of the compared OMol25 structures with the same formula, charge and spin: 2.126 eV
* E: -89734.084 eV

XYZ file:
```
9
CH5BrP2 | the Open Molecules 2025 dataset | the ωB97M-V functional and the def2-TZVPD basis
Br 2.42066 -0.63553 -0.30160
P 1.27327 0.93690 0.71796
P -0.31802 1.19671 -0.68456
C -0.99796 -1.26567 -0.11137
H -0.03611 -1.54446 0.25199
H 1.94716 2.12942 0.34355
H -1.77262 -0.89867 0.56274
H -1.23882 -1.58437 -1.13454
H -1.27758 1.66566 0.35581
```

---

Entry 6:
Molecular formula: C18H38NNiO2P2
Method: DFT, the ωB97M-V functional and the def2-TZVPD basis

Properties
* multiplicity: 3
* HOMO-LUMO gap (spin up / spin down): 7.25 / 7.85 eV
* molar mass: 421.15 g mol⁻¹
* energy above the lowest of the compared OMol25 structures with the same formula, charge and spin: 0.466 eV
* net charge: +1
* E: -84481.381 eV

XYZ file:
```
62
C18H38NNiO2P2 | the Open Molecules 2025 dataset | the ωB97M-V functional and the def2-TZVPD basis
Ni 0.15454 -0.05354 0.27108
P 0.12216 -1.96043 -0.85625
P 0.25502 2.06247 0.86381
O 2.24785 -1.17669 1.99358
O -2.46600 -0.36857 1.51913
N 1.43021 0.64039 -1.54585
C -2.46219 -2.99241 -1.51920
C 1.91572 2.43658 0.08472
C 1.68888 -1.78732 -1.85862
C -0.23707 4.78493 0.20437
C -0.74771 -3.68546 1.18255
C -0.71006 3.51445 3.19695
C -1.72742 -0.05851 0.61598
C 2.40873 -0.46072 -1.65462
C 0.58680 -4.76268 -0.66331
C -2.27367 3.23015 0.40470
C 1.34699 -0.69625 1.43207
C -0.78776 3.34896 0.03773
C 0.64981 1.47180 3.55863
C -0.69004 -3.24712 -3.32257
C 1.98184 2.02020 -1.37052
C 0.41783 2.65886 2.61456
C -1.17519 -2.40414 -2.11384
C 0.37314 -3.49160 0.15779
H 3.10371 -0.26280 -2.48166
H -1.64441 -4.11049 0.71535
H 2.64339 1.87315 0.67984
H -0.39565 -4.39818 1.94116
H -2.56703 4.00076 1.12753
H -2.11766 0.33687 -0.40368
H 1.40287 -1.86968 -2.91736
H -1.02144 5.47186 0.54648
H 1.44183 -4.69124 -1.34452
H -2.80797 -2.49359 -0.60704
H -0.08819 0.67265 3.39658
H -0.53023 -2.61224 -4.20376
H -1.67295 2.99273 3.15251
H -0.50169 3.69846 4.26106
H 0.24766 -3.79301 -3.15847
H 1.30533 -3.27677 0.70020
H -2.55639 2.25379 0.81800
H 2.35467 -2.62749 -1.61484
H -1.43765 -1.40899 -2.50630
H -3.26938 -2.86759 -2.25726
H 0.54234 1.80074 4.60247
H 0.79445 -5.59237 0.02533
H 0.12214 5.17262 -0.75995
H 1.65084 1.04657 3.44088
H 0.78194 0.62648 -2.34493
H -2.37999 -4.06964 -1.31192
H -1.44098 -3.99721 -3.62074
H -2.88409 3.37846 -0.49736
H 3.01496 2.04838 -1.72956
H -0.82421 4.49298 2.72539
H 0.60002 4.88095 0.90637
H 3.00051 -0.47663 -0.73257
H 2.13964 3.50113 0.20001
H -0.30841 -5.02928 -1.23638
H 1.33059 3.27786 2.59418
H 1.39596 2.68966 -2.01164
H -0.68951 3.09995 -1.02667
H -1.03738 -2.76220 1.70037
```

---

Q: Look up the molar mass of the first one.
A: 342.84 g mol⁻¹